A cluster of 2 separate species, C6H13NO in total at a distorted geometry, computed with ωB97M-V with the def2-TZVPD basis set.

Computed properties:
HOMO-LUMO gap (alpha / beta), eV: 3.37 / 6.44
Total charge: -1
HOMO (alpha / beta), eV: 0.553 / -2.619
Energy, eV: -9968.3717
Strongest force on any atom, eV Å⁻¹: 1.4
Multiplicity: 2
Energy above the lowest of the compared OMol25 structures with the same formula, charge and spin, kcal/mol: 26.7

CARTESIAN COORDINATES (ANGSTROEM)
O: -1.75645 -1.94658 -1.32615
N: 0.99711 0.56338 -2.00929
C: 1.11310 -1.28361 1.92161
C: -1.08777 1.20675 -0.01681
C: 0.00047 0.28022 0.21114
C: 1.05013 0.12805 -0.65189
C: -1.10264 2.43422 -0.64849
C: -0.03741 -0.36429 1.60222
H: 1.17217 -2.14365 1.22509
H: -1.10592 -1.33255 -0.92220
H: 1.96556 -0.39973 -0.40730
H: 0.55071 1.46153 -2.16283
H: -1.20604 -2.65782 -1.69383
H: 0.96917 -1.78334 2.88115
H: -0.31503 2.98285 -1.08638
H: 1.87829 0.46083 -2.50017
H: -2.03966 0.84842 0.38818
H: -2.07783 2.89963 -0.68140
H: -0.96479 -0.96406 1.63454
H: -0.10294 0.42746 2.34874
H: 2.09977 -0.81770 1.89408

Want to see where the charge sits? The Mulliken charges in e are: -0.7177 -0.4942 -1.4286 -0.6067 -0.5378 0.2858 -1.1708 0.0403 0.2886 0.3851 0.3083 0.1390 0.2770 0.3884 0.4430 0.2012 0.2049 0.2117 0.2260 0.2602 0.2966